(1)
DFT (ωB97M-V with the def2-TZVPD basis set) results for an isolated molecule of C5H14N2.

Calculated values
HOMO: -8.5 eV
SMILES: NCCCCCN
Relative energy (zero: lowest compared OMol25 entry of this formula, charge and spin): 2.275 eV

```
! RIJCOSX wB97M-V def2-TZVPD def2/J DEFGRID3
* xyz 0 1
C 0.56479 2.21570 -0.47886
C -0.70986 1.32769 -0.04098
C -0.18998 -0.01208 0.36310
C -0.12773 -1.06425 -0.75318
C -0.71875 -2.36374 -0.39901
N 0.12094 -2.99791 0.60841
N 1.31082 2.86208 0.57423
H 1.18355 1.49363 -1.04113
H 0.05597 2.95300 -1.08493
H -1.36784 1.44205 -0.89500
H -1.07581 1.84835 0.92756
H -0.88415 -0.32491 1.17183
H 0.84212 0.08964 0.91854
H -0.60398 -0.78940 -1.74856
H 0.94553 -1.28060 -1.08482
H -1.76420 -1.98644 0.06092
H -0.76933 -3.06311 -1.31782
H 0.03737 -2.66088 1.51256
H -0.21443 -3.96123 0.81223
H 1.78755 3.66970 0.33629
H 1.57743 2.60269 1.55864
*
```

These are the Mulliken partial charges, in e, on atoms 1 to 4: C -0.41; C -0.71; C -0.69; C -0.51



(2)
DFT (ωB97M-V with the def2-TZVPD basis set) results for the ion C5H14N2 with charge +1.

Calculated values
HOMO (alpha / beta): -14.8 / -14.7 eV
Relative energy (zero: lowest compared OMol25 entry of this formula, charge and spin): 0.770 eV

```
! RIJCOSX wB97M-V def2-TZVPD def2/J DEFGRID3
* xyz 1 2
N 1.45357 1.27550 -0.45314
C 0.24280 0.51537 -0.46837
C 0.43211 -0.98407 -0.41695
C 0.72894 -1.54146 0.98957
C -0.78359 -1.67978 -0.98148
C -0.71626 1.03121 0.79030
N -0.97603 2.39192 0.80470
H 2.04320 0.96227 -1.22081
H 1.23548 2.23095 -0.71923
H -0.39203 0.80998 -1.30075
H 1.33095 -1.24917 -0.98558
H 1.72711 -1.28439 1.34772
H 0.68688 -2.62604 0.97109
H 0.01248 -1.21395 1.74070
H -1.17149 -1.22363 -1.89774
H -1.58058 -1.68211 -0.24155
H -0.60939 -2.73244 -1.20664
H -0.04953 0.79290 1.62429
H -1.65711 0.49038 0.73999
H -1.75711 2.68530 0.21921
H -0.20043 3.03126 0.66467
*
```

These are the Mulliken partial charges, in e, on atoms 1 to 4: N -0.58; C 0.14; C 0.76; C -1.60



(3)
DFT (ωB97M-V with the def2-TZVPD basis set) results for a cluster of 2 separate species, C5H14N2O in total.

Calculated values
HOMO: -8.0 eV
Relative energy (zero: lowest compared OMol25 entry of this formula, charge and spin): 9.424 eV

```
! RIJCOSX wB97M-V def2-TZVPD def2/J DEFGRID3
* xyz 0 1
C 2.19800 -0.58900 -1.35806
O -2.15606 -0.10699 -1.53785
C 1.55784 -0.71133 0.04103
C 0.05133 -0.75136 -0.08375
C -0.84437 -0.54556 1.12769
C -1.05198 0.89644 1.42785
N -1.73939 1.60198 0.36708
N 2.02788 0.25422 1.03023
H -2.61046 -0.24842 -2.39919
H 1.97192 0.48048 -1.57977
H 2.02735 -1.73362 0.31910
H -0.26002 -1.53407 -0.81045
H -0.29162 0.16948 -0.74347
H -0.54981 -1.16037 2.12507
H -1.85395 -1.08482 0.76443
H -0.03038 1.30990 1.55353
H -1.52283 1.06448 2.42209
H -2.21246 2.51118 0.70495
H -2.20960 1.11805 -0.35555
H 3.24712 -0.76503 -1.44410
H 1.69808 -1.19868 -2.17081
H 2.55342 1.02304 0.59996
*
```

These are the Mulliken partial charges, in e, on atoms 1 to 4: C -1.37; O -0.77; C 0.65; C -0.87



(4)
DFT (ωB97M-V with the def2-TZVPD basis set) results for a cluster of 2 separate species, C5H14N2O in total.

Calculated values
HOMO: -8.3 eV
SMILES: C=C(N)C[C@H](C)N.O
Relative energy (zero: lowest compared OMol25 entry of this formula, charge and spin): 2.240 eV

```
! RIJCOSX wB97M-V def2-TZVPD def2/J DEFGRID3
* xyz 0 1
C -0.13735 -0.57250 1.76475
C 0.56675 -0.36082 0.47471
C -0.08699 0.78012 -0.31385
C -1.58211 0.47015 -0.67750
C -2.57990 1.27131 -0.26109
N -1.75899 -0.76625 -1.22550
N 1.95543 0.10943 0.66423
H -0.10441 0.42987 2.35231
H 0.39093 -1.15857 2.50756
H -1.14205 -0.94077 1.60609
H 0.62163 -1.23846 -0.10651
H 0.55912 1.02944 -1.14701
H -0.11973 1.61505 0.33253
H -3.61509 1.07866 -0.50947
H -2.35800 2.05981 0.49824
H -2.63138 -0.91968 -1.59727
H -1.08958 -1.15859 -1.89700
H 1.90873 0.79901 1.40564
H 2.50504 -0.66403 0.99136
H 2.39695 -0.27844 -1.05697
H 3.30760 -1.23961 -1.85816
O 2.99343 -0.34514 -1.94710
*
```

These are the Mulliken partial charges, in e, on atoms 1 to 4: C -1.48; C 0.12; C -0.83; C 0.64



(5)
DFT (ωB97M-V with the def2-TZVPD basis set) results for a cluster of 2 separate species, C5H14N2O in total.

Calculated values
HOMO: -8.2 eV
SMILES: C=C(CCN)NC.O
Relative energy (zero: lowest compared OMol25 entry of this formula, charge and spin): 2.420 eV

```
! RIJCOSX wB97M-V def2-TZVPD def2/J DEFGRID3
* xyz 0 1
C -1.24646 0.73393 1.13374
C -0.24625 -0.39863 1.49070
C 0.84571 -0.47799 0.46453
C 2.01879 0.14210 0.61669
C -0.45192 -2.11996 -0.96745
N 0.46685 -0.99459 -0.77865
N -0.61712 2.06589 0.98764
H -1.66709 0.49375 0.15526
H -1.97688 0.85746 1.93252
H 0.04712 -0.18674 2.50996
H -0.78692 -1.33569 1.39582
H 2.22316 0.86909 1.39553
H 2.86629 0.06237 -0.06318
H 0.00756 -2.86990 -1.59838
H -1.40366 -1.74044 -1.34321
H -0.70440 -2.60311 -0.03228
H 1.28010 -1.05246 -1.36970
H 0.37494 2.07049 1.18940
H -0.84693 2.42486 0.07532
H 0.16766 0.64725 -2.15952
H 0.12011 2.06646 -2.64381
O -0.47066 1.34587 -2.39091
*
```

These are the Mulliken partial charges, in e, on atoms 1 to 4: C -0.45; C -0.88; C 0.91; C -1.18



(6)
DFT (ωB97M-V with the def2-TZVPD basis set) results for an isolated molecule of C5H14N2O.

Calculated values
HOMO: -8.8 eV
SMILES: CN[C@H](CN)[C@H](C)O
Relative energy (zero: lowest compared OMol25 entry of this formula, charge and spin): 2.549 eV

```
! RIJCOSX wB97M-V def2-TZVPD def2/J DEFGRID3
* xyz 0 1
C -1.94301 0.11005 1.46490
N -1.44235 1.00868 0.37166
C -0.21166 0.48773 -0.31198
C 1.06552 0.49950 0.51119
C 2.31465 0.91785 -0.22930
O 1.25422 -0.75151 1.17509
C -0.77054 -0.87978 -0.87260
N 0.16114 -1.41383 -1.88465
H -2.28863 -0.83408 1.06332
H -1.18540 0.01769 2.22729
H -2.86127 0.49798 1.96739
H -1.27042 1.87862 0.90822
H -0.17267 1.14623 -1.21199
H 0.91176 1.10121 1.44570
H 2.45759 1.97813 -0.27199
H 2.38901 0.43888 -1.22595
H 3.13238 0.55332 0.39516
H 0.82735 -1.44988 0.66791
H -1.70377 -0.52415 -1.26380
H -0.83007 -1.65944 -0.07979
H 0.22545 -0.74460 -2.63505
H -0.05929 -2.37860 -2.21074
*
```

These are the Mulliken partial charges, in e, on atoms 1 to 4: C -0.86; N -0.56; C 0.14; C 0.54



(7)
DFT (ωB97M-V with the def2-TZVPD basis set) results for a structure of composition C5H14N2O.

Calculated values
HOMO: -8.3 eV
Relative energy (zero: lowest compared OMol25 entry of this formula, charge and spin): 5.471 eV

```
! RIJCOSX wB97M-V def2-TZVPD def2/J DEFGRID3
* xyz 0 1
C 0.43682 -1.74957 -0.22393
C -0.96654 -1.00048 -0.35543
C -0.95021 0.41875 0.10701
C -1.67718 0.84508 1.14840
C 0.31138 1.06464 -1.97061
N -0.12512 1.33203 -0.60397
N 0.97470 -1.33292 1.21950
H 0.90323 -1.58513 -1.20140
H 0.06203 -2.75612 -0.14887
H -1.65542 -1.51068 0.33215
H -1.35449 -1.18049 -1.36688
H -2.26772 0.06951 1.60573
H -1.68570 1.83901 1.56233
H 1.18577 0.38419 -1.96795
H -0.40418 0.44561 -2.56771
H 0.80653 1.96420 -2.35788
H -0.47090 2.27880 -0.65367
H 1.75788 -1.97484 1.37520
H 1.15441 -0.73796 0.23281
H 1.25298 1.51061 1.37153
H 1.27886 0.35638 2.15474
O 1.43286 1.31937 2.30891
*
```

These are the Mulliken partial charges, in e, on atoms 1 to 4: C -0.79; C -0.81; C 0.54; C -1.07



(8)
DFT (ωB97M-V with the def2-TZVPD basis set) results for a cluster of 2 separate species, C5H14N2O in total.

Calculated values
HOMO: -7.7 eV
Relative energy (zero: lowest compared OMol25 entry of this formula, charge and spin): 9.637 eV

```
! RIJCOSX wB97M-V def2-TZVPD def2/J DEFGRID3
* xyz 0 1
C -1.58210 0.53454 -0.85650
N -0.33793 0.92720 -1.64029
C -1.31195 -0.21024 0.50696
C -0.48657 0.60155 1.53002
C 0.98392 0.94777 1.33290
N -2.52756 -0.33889 1.07851
C 2.20043 -1.47426 -0.96998
O 1.65462 -0.72416 -1.95120
H -2.25877 -0.13618 -1.39378
H -2.11579 1.46511 -0.67048
H -0.70261 1.15549 -2.59072
H 0.45608 0.13037 -1.70435
H -0.67291 -1.11000 0.23122
H -1.17619 1.42538 1.66196
H -0.68939 -0.01756 2.44456
H 1.45741 0.07926 0.94151
H 1.51335 1.29811 2.19744
H 1.16188 1.78380 0.56287
H -2.76682 -1.27451 1.21402
H 2.07571 -0.98632 0.05661
H 1.77158 -2.45404 -0.94768
H 3.35361 -1.62242 -1.03360
*
```

These are the Mulliken partial charges, in e, on atoms 1 to 4: C -0.80; N -0.37; C 0.46; C -0.74



(9)
DFT (ωB97M-V with the def2-TZVPD basis set) results for a cluster of 2 separate species, C5H14N2O in total.

Calculated values
HOMO: -8.9 eV
SMILES: CCN(C)N.C=CO
Relative energy (zero: lowest compared OMol25 entry of this formula, charge and spin): 3.290 eV

```
! RIJCOSX wB97M-V def2-TZVPD def2/J DEFGRID3
* xyz 0 1
C 1.77027 1.65447 0.16696
N 0.98613 0.44526 -0.01879
C -2.06032 0.40553 -0.57915
N 1.13822 0.00222 -1.35928
C -3.19093 0.97403 -0.19156
O -1.97152 -0.65186 -1.43131
H -2.85678 -0.93116 -1.70271
H 0.31804 -0.54059 -1.60986
H 1.96881 -0.58492 -1.47251
H 1.47375 2.36146 -0.60444
H 2.85080 1.46382 0.10423
H 1.55188 2.07484 1.14727
H -3.19073 1.84880 0.43662
H -4.16049 0.57857 -0.47323
C 0.45477 -1.79414 1.00715
C 1.42210 -0.61970 0.98447
H 0.76190 -2.51996 1.75888
H 0.41235 -2.29597 0.04174
H -0.54501 -1.44573 1.25677
H 1.44379 -0.13815 1.96435
H 2.44464 -0.97081 0.75369
H -1.02169 0.68400 -0.17929
*
```

These are the Mulliken partial charges, in e, on atoms 1 to 4: C -0.94; N 0.26; C 0.38; N -0.76



(10)
DFT (ωB97M-V with the def2-TZVPD basis set) results for a cluster of 2 separate species, C5H14N2O in total.

Calculated values
HOMO (alpha / beta): -6.1 / -5.9 eV
Relative energy (zero: lowest compared OMol25 entry of this formula, charge and spin): 4.384 eV

```
! RIJCOSX wB97M-V def2-TZVPD def2/J DEFGRID3
* xyz 0 1
C -0.13032 -0.88595 -0.97338
C 1.25329 1.08600 -0.44438
C -0.83445 0.14780 1.79554
C -1.10528 -0.42823 -2.02920
C 0.29831 -0.44137 2.62294
N 1.05823 -0.18281 -0.81031
N 0.41146 2.16541 -0.71112
O 0.13584 -2.26425 -1.00481
H 0.24849 -2.57660 -1.91548
H 1.77027 -0.81326 -0.45305
H -0.76523 -0.29273 0.68313
H 2.21056 1.33284 -0.01404
H -0.45332 1.92372 -1.16999
H 0.87298 2.94729 -1.15913
H -0.82468 1.23510 1.82706
H -1.80228 -0.18490 2.17459
H -1.61721 0.48782 -1.74222
H -0.62973 -0.26729 -3.00692
H -1.87112 -1.19417 -2.15538
H 0.15355 -0.27397 3.69293
H 1.25091 -0.00259 2.33134
H 0.36973 -1.51786 2.46187
*
```

These are the Mulliken partial charges, in e, on atoms 1 to 4: C 0.05; C -0.35; C -0.42; C -1.52



Number 1: F_max 4.450 eV Å⁻¹, energy -308.3395 hartree. Number 2: F_max 1.874 eV Å⁻¹, energy -308.0931 hartree. Number 3: F_max 5.133 eV Å⁻¹, energy -383.3544 hartree. Number 4: F_max 3.483 eV Å⁻¹, energy -383.6184 hartree. Number 5: F_max 1.422 eV Å⁻¹, energy -383.6118 hartree. Number 6: F_max 2.509 eV Å⁻¹, energy -383.6070 hartree. Number 7: F_max 5.293 eV Å⁻¹, energy -383.4996 hartree. Number 8: F_max 3.004 eV Å⁻¹, energy -383.3466 hartree. Number 9: F_max 1.958 eV Å⁻¹, energy -383.5798 hartree. Number 10: F_max 2.306 eV Å⁻¹, energy -383.5396 hartree.